Molecular formula: CHN3O4
Method: DFT, ωB97M-V/def2-TZVPD

Kohn-Sham gap (alpha / beta): 7.211 / 7.200 eV
total energy: -503.5963 hartree
SMILES: O=NC#[N+][O-].O=NO
highest occupied orbital energy (alpha / beta): -9.7 / -9.6 eV
lowest unoccupied orbital energy (alpha / beta): -0.09127 / -0.09001 hartree
ΔE to the lowest compared entry with this formula, charge and spin: 75.3 kcal per mole
charge: 0

The geometry in XYZ format:
```
9
CHN3O4 (ωB97M-V/def2-TZVPD)
O -1.43 -0.06 1.98
O -1.56 0.37 -0.09
O 1.19 -0.75 -3.13
O 0.83 0.50 1.24
N -2.08 -0.09 0.90
N 1.26 0.16 0.20
N 1.35 -0.42 -1.98
C 0.84 0.05 -0.96
H -0.41 0.24 1.84
```

Atom charges from the natural (NBO) analysis, given in e for atoms 1 to 6: number 1, O, carries -0.48; number 2, O, carries -0.42; number 3, O, carries -0.23; number 4, O, carries -0.32; number 5, N, carries 0.37; number 6, N, carries 0.16